(1)
Formula: ClH2NO2Si
Source: the OMol25 dataset
Level of theory: wB97M-V/def2-TZVPD

Geometry as XYZ:
```
7
Properties=species:S:1:pos:R:3:forces:R:3
H -1.01224 0.12342 1.61006 0.39 0.94 -0.46
Si -0.39372 0.63536 0.33537 -3.77 -1.51 -2.63
Cl 0.73320 2.15095 -0.08289 1.06 1.83 0.27
H -1.64487 0.57911 -1.36425 1.83 0.02 2.99
O 0.10558 -1.81412 0.38525 -0.49 0.54 0.45
O 1.59191 -0.88484 -0.81033 -0.41 1.30 0.40
N 0.62014 -0.78988 -0.07321 1.39 -3.11 -1.02
```
Positions in Å, forces in eV/Å.

The value obtained for the HOMO energy is -0.391 hartree. As for the relative energy (zero: lowest compared OMol25 entry of this formula, charge and spin): 56.4 kcal/mol. The multiplicity is 1. Its HOMO-LUMO gap is 9.78 eV. The energy is -26013.818 eV. The value obtained for the LUMO energy is -0.859 eV.


(2)
Formula: C32H43N8PTa
Source: the OMol25 dataset
Level of theory: wB97M-V/def2-TZVPD

Geometry as XYZ:
```
85
Properties=species:S:1:pos:R:3:forces:R:3
N 1.36914 4.40240 0.37498 -0.36 -1.11 -0.17
C -2.61280 3.91577 0.78114 -0.20 -0.11 0.04
H 1.10995 4.29101 -4.55165 0.04 0.01 0.02
C -1.97522 4.69506 3.28860 -0.01 -0.21 -0.10
H -2.48526 4.71074 -3.32368 -0.07 0.05 0.00
H 2.03643 6.10173 -0.69714 -0.16 -0.04 -0.05
N 0.00654 2.17930 -0.19792 1.28 -4.07 0.66
P -0.08604 3.81116 -0.08790 0.17 3.33 -0.37
C -3.00584 2.89321 1.84268 0.00 0.20 0.04
H 2.49120 2.62476 0.38751 0.07 0.06 0.02
H 4.65846 3.71396 0.80276 0.00 -0.03 -0.05
C 2.74944 0.15980 4.72059 0.27 -0.05 0.02
N -1.21066 4.34439 0.98205 0.39 -0.88 -0.29
H -0.32149 3.44011 2.71208 0.03 0.03 -0.02
H -0.42929 6.46091 -4.66599 0.03 -0.02 -0.03
C 3.01482 -1.05532 -0.26874 -0.01 -0.35 -0.46
H 4.57802 6.34726 0.75432 0.04 -0.03 0.01
C 1.47313 0.07794 4.21828 -0.46 -0.05 -0.20
C -3.27326 -1.15107 2.56145 0.42 0.05 0.03
H -3.25169 -1.41707 3.60922 0.00 0.06 0.03
H -2.70463 3.49437 -0.22205 -0.07 0.12 -0.02
N -0.50928 4.35922 -1.57018 0.01 -0.95 0.67
H 2.91413 0.37415 5.76714 -0.05 -0.01 0.01
C -2.11528 -0.67477 1.96360 -0.97 -0.05 -0.48
C 1.57794 5.85992 0.26730 0.11 0.35 -0.06
H -2.28445 2.06981 1.79824 -0.03 -0.03 0.01
C 2.50043 6.34586 1.37927 -0.05 -0.14 -0.01
C 3.88809 5.68492 1.27544 -0.14 0.00 -0.04
C 0.12025 3.70756 -2.73409 0.08 0.01 -0.22
Ta 0.35935 0.37510 -0.07154 -1.26 -0.28 1.84
H -1.63054 4.85263 4.30922 -0.01 0.08 -0.01
H -5.22043 -1.05427 -0.20031 0.03 -0.03 -0.04
H 0.97862 3.12323 -2.38630 0.06 0.08 -0.11
C 3.67422 -0.29168 2.52321 -0.06 -0.07 -0.49
H 4.28987 5.53171 2.27701 0.03 0.01 -0.01
C 3.62006 -2.28315 0.03055 -0.23 -0.11 -0.11
N 2.08549 -0.49523 0.62758 -1.31 1.81 -0.70
N 0.08242 -0.29612 2.21448 -0.54 1.27 -2.70
C -1.81358 5.57020 -3.25173 0.04 -0.18 0.05
C 2.39472 -0.34158 1.97989 -0.07 0.30 1.36
C 0.53913 4.75999 -3.75101 -0.08 0.06 -0.02
H 2.87898 0.56706 -1.69219 0.11 0.08 0.10
C 3.81215 4.34363 0.52883 0.01 0.11 0.03
H 4.53602 -0.43754 1.88624 0.02 0.03 -0.01
H 0.60598 6.35374 0.31877 0.05 0.05 0.01
C -4.40976 -1.31122 1.77906 -0.11 0.05 -0.24
H 3.87121 4.51732 -0.54803 -0.01 -0.11 -0.03
N -2.05554 -0.36253 0.65346 1.77 0.21 -0.56
C 4.42580 -2.88504 -0.91236 0.00 -0.03 0.17
C -2.99516 3.54617 3.23581 0.07 0.05 -0.06
H -0.02583 5.17695 2.50021 0.03 -0.07 0.03
H -2.00426 5.75133 -1.09128 0.00 0.01 -0.07
H -2.43050 5.62605 2.94803 0.02 0.05 0.07
C -4.35240 -0.96990 0.43813 0.04 -0.03 0.16
H -2.41391 6.46465 -3.40812 -0.05 -0.03 0.01
H 1.19424 5.48563 -3.26340 0.07 -0.06 0.01
C -0.70374 5.46690 -4.31509 -0.03 -0.01 0.13
C -1.23015 5.61248 -1.84504 -0.20 0.48 -0.05
C 3.25964 -0.43876 -1.50434 -0.48 0.30 0.18
H -3.99284 2.48795 1.61464 0.02 -0.05 -0.03
H 4.85597 -3.85378 -0.69613 0.08 0.03 0.00
H -5.32438 -1.69673 2.20916 0.00 0.02 0.03
H 4.84576 0.00104 4.28172 0.01 0.00 -0.01
H 3.40461 -2.77534 0.97025 0.04 -0.01 0.01
H -3.07044 -0.24980 -1.13653 -0.03 -0.01 0.00
C 4.67105 -2.27021 -2.14326 -0.12 0.25 -0.06
H 4.27986 -0.57746 -3.39005 -0.01 0.06 0.02
H -0.58980 3.01842 -3.20851 0.03 -0.04 0.09
H 2.44985 3.48218 1.94249 -0.02 -0.09 -0.04
C -0.77497 4.39364 2.40328 -0.06 0.27 0.20
H -3.98505 3.93534 3.47129 -0.01 -0.04 0.03
H -0.54895 6.46824 -1.77937 0.02 -0.07 0.11
H 0.60594 0.23541 4.84613 0.00 -0.06 0.04
H -2.75675 2.79781 3.99395 -0.03 0.01 0.02
C 4.07967 -1.05312 -2.44016 0.13 -0.32 -0.26
C -3.14801 -0.51284 -0.08857 -0.09 0.11 -0.24
H -1.08168 4.91831 -5.17765 0.00 0.04 -0.02
C 2.51392 3.61590 0.85378 0.12 -0.01 0.29
C 3.84402 -0.04599 3.87611 -0.18 0.03 0.14
H -3.26778 4.78650 0.85177 0.02 0.00 -0.12
C 1.29223 -0.17631 2.85162 1.22 -0.10 0.64
H 2.04634 6.12060 2.34693 -0.02 0.05 0.00
H 5.33396 -2.73736 -2.85813 -0.02 -0.02 -0.01
N -0.99342 -0.54948 2.75378 0.63 -0.26 1.23
H 2.57722 7.42953 1.30500 0.00 0.01 0.07
```
Positions in Å, forces in eV/Å.

The value obtained for the HOMO energy is -0.608 hartree. Its total charge is +3. As for the relative energy (zero: lowest compared OMol25 entry of this formula, charge and spin): 62.6 kcal/mol. The multiplicity is 1. Its HOMO-LUMO gap is 4.95 eV. The energy is -56617.639 eV. The value obtained for the LUMO energy is -11.584 eV.


(3)
Formula: C4H5NO
Source: the OMol25 dataset
Level of theory: wB97M-V/def2-TZVPD

Geometry as XYZ:
```
11
Properties=species:S:1:pos:R:3:forces:R:3
N -0.25625 -1.59593 0.48198 0.06 -0.09 0.09
H -0.83291 -1.33692 -0.30283 0.11 0.03 0.21
O 1.30503 -1.02124 2.03096 -0.21 -0.02 -0.20
H 0.32411 1.19013 -2.13372 -0.38 0.00 -1.02
C 0.55733 -0.70841 1.12195 0.00 -0.07 0.20
C -0.60858 1.29682 -1.59330 0.19 0.11 0.26
H -1.54127 1.62468 -2.04281 0.26 -0.05 0.26
C 0.47442 0.70123 0.64655 -0.19 0.13 0.08
H -0.28593 -2.53955 0.82970 0.07 0.06 -0.08
H 1.12104 1.42876 1.12378 -0.21 -0.10 0.28
C -0.27998 1.05672 -0.35851 0.31 0.00 -0.08
```
Positions in Å, forces in eV/Å.

The value obtained for the HOMO energy is -0.361 hartree. Its SMILES is C=C=CC(N)=O. As for the relative energy (zero: lowest compared OMol25 entry of this formula, charge and spin): 32.7 kcal/mol. The multiplicity is 1. Its HOMO-LUMO gap is 10.36 eV. The energy is -7765.109 eV. The value obtained for the LUMO energy is 0.544 eV.


(4)
Formula: C16H28ClN4O4
Source: the OMol25 dataset
Level of theory: wB97M-V/def2-TZVPD

Geometry as XYZ:
```
53
Properties=species:S:1:pos:R:3:forces:R:3
H -9.50526 -10.64324 14.76917 0.20 -0.24 -0.27
C -9.70531 -18.54100 16.15248 0.75 0.68 0.85
C -5.41274 -16.71610 17.41172 -0.32 -0.06 -0.58
H -4.20322 -17.37271 19.05122 0.30 0.07 -0.28
C -3.97115 -18.57918 16.51706 -1.48 1.64 -0.55
H -8.27023 -10.95304 15.94420 0.21 -0.11 0.18
H -5.78738 -15.79590 16.97074 -0.43 0.09 0.36
C -4.66961 -11.21125 18.02886 0.27 0.92 -0.96
H -6.23901 -17.30813 17.81033 -0.19 0.21 -0.09
C -10.56079 -17.86485 15.09897 -0.66 -0.32 0.25
C -6.17635 -9.80251 14.39162 -2.52 -0.73 0.19
H -5.68965 -17.85040 15.58879 0.08 0.30 -0.33
C -7.44921 -11.27467 18.84399 -1.67 -0.69 -0.80
H -6.83063 -12.98844 19.93818 0.06 -0.10 -0.05
O -6.16428 -13.10691 15.08765 0.38 -0.93 0.09
H -8.70343 -18.08786 16.19001 -0.09 -0.14 -0.28
H -7.47397 -11.14936 13.55332 -0.08 -0.03 0.26
C -7.55347 -10.18622 14.07421 0.87 -0.58 -1.63
H -9.54772 -19.61125 16.06458 -0.36 -0.13 -0.14
H -10.52512 -18.39304 14.14726 0.12 0.11 -0.09
H -6.01819 -11.53724 20.44373 0.09 0.14 -0.09
H -4.94190 -15.86792 19.34133 0.04 0.43 -0.28
C -4.86321 -17.44841 16.16808 0.96 -0.38 0.99
H -10.10631 -18.30489 17.14496 -0.05 -0.31 -0.05
N -3.28126 -19.44098 16.77721 1.18 -1.49 0.50
C -6.39410 -12.06234 19.56211 0.11 0.16 0.44
C -4.45519 -16.43142 18.54336 0.15 -0.82 0.44
H -10.28687 -15.83785 15.85153 -0.02 0.23 -0.02
O -7.68362 -14.56282 16.11803 -0.20 -0.42 -0.12
H -7.97920 -11.96574 18.17063 0.21 -0.03 -0.05
N -4.26484 -10.26164 17.51425 -0.06 -0.48 0.61
H -8.65919 -8.03237 15.07216 0.22 -0.09 -0.14
H -7.09487 -10.50480 18.16451 0.25 0.39 0.41
C -8.89833 -8.85001 15.75025 -0.12 -0.52 0.40
H -8.37075 -8.68504 16.69221 0.01 0.16 -0.10
H -3.53501 -15.95688 18.20669 0.01 0.17 0.13
H -11.60253 -17.88562 15.43395 -0.05 -0.17 -0.20
C -10.76981 -15.78375 13.76635 1.07 -1.36 3.58
H -9.09730 -16.39017 14.64386 -0.03 0.12 0.63
N -11.25027 -15.31785 12.86899 -1.72 1.55 -3.24
H -7.81188 -9.47542 13.27901 -0.48 0.00 0.21
H -4.43833 -12.88903 19.18120 -0.10 0.01 -0.01
N -5.12793 -9.45970 14.63249 2.43 0.85 0.34
C -10.15858 -16.40999 14.94084 1.08 -0.18 -1.38
H -9.97171 -8.76086 15.94568 0.12 -0.07 0.15
Cl -7.12999 -14.16786 14.83860 -0.39 2.07 -1.28
O -6.57639 -15.30239 14.13069 0.38 -0.10 0.80
O -8.13674 -13.57978 13.96061 -0.23 -0.57 0.77
H -8.27250 -10.93112 19.47929 0.44 0.36 0.15
C -8.56925 -10.25749 15.17241 -0.81 1.26 0.29
C -5.24436 -12.39316 18.62521 0.57 -0.95 0.69
H -4.24188 -16.74631 15.60761 -0.33 -0.11 -0.34
H -5.54445 -13.11126 17.86446 -0.16 0.20 -0.36
```
Positions in Å, forces in eV/Å.

The value obtained for the HOMO energy is -0.253 hartree. Its total charge is -1. As for the relative energy (zero: lowest compared OMol25 entry of this formula, charge and spin): 67.8 kcal/mol. The multiplicity is 1. Its HOMO-LUMO gap is 9.58 eV. The energy is -43713.126 eV. The value obtained for the LUMO energy is 2.700 eV.


(5)
Formula: C2H3FO
Source: the OMol25 dataset
Level of theory: wB97M-V/def2-TZVPD

Geometry as XYZ:
```
7
Properties=species:S:1:pos:R:3:forces:R:3
F 1.79266 -1.39023 0.47125 -1.62 1.10 -0.94
C -0.21848 0.61735 0.16503 -1.84 1.06 1.48
O -0.47404 -1.29046 -1.49915 1.51 4.49 2.87
C -0.15773 -0.42590 -0.77251 -0.04 -6.31 -1.81
H -1.19603 1.16662 0.04271 1.35 0.37 -0.70
H -0.46506 0.24388 1.16332 0.29 -1.29 -0.12
H 0.71868 1.07874 0.42935 0.34 0.58 -0.79
```
Positions in Å, forces in eV/Å.

The value obtained for the HOMO energy is -0.340 hartree. As for the relative energy (zero: lowest compared OMol25 entry of this formula, charge and spin): 86.8 kcal/mol. The multiplicity is 1. Its HOMO-LUMO gap is 8.05 eV. The energy is -6884.179 eV. The value obtained for the LUMO energy is -1.201 eV.


(6)
Formula: CH18Cu2O16P
Source: the OMol25 dataset
Level of theory: wB97M-V/def2-TZVPD

Geometry as XYZ:
```
38
Properties=species:S:1:pos:R:3:forces:R:3
O -1.91097 -2.86749 -1.21364 -0.47 -0.55 -0.30
H 2.96259 1.20844 -1.07951 0.15 -0.10 -0.23
H -1.11968 -0.66092 -4.40124 0.07 0.06 -0.17
O 0.00341 -0.23257 -1.44480 0.66 -0.54 -2.53
O 0.98515 -2.96528 -1.45446 0.66 -0.61 0.11
H 2.24675 0.48734 2.71684 0.38 -0.24 -0.48
H 2.01461 -0.75530 1.26375 -0.83 0.32 -0.83
H 0.72610 -2.05418 -1.59239 -0.15 0.80 -0.01
Cu -0.37241 0.82255 2.38011 -0.72 0.87 -1.43
O -1.68357 -0.51057 -3.64252 -0.61 -0.15 -0.60
O -0.53226 2.77789 1.92268 0.31 -0.75 0.76
H 2.25234 1.40544 0.24284 -0.55 -0.15 -0.07
Cu -3.23497 0.80947 0.32224 2.60 1.07 0.60
O -1.26494 -0.17993 0.33458 -4.56 -0.31 0.75
O -2.80886 3.97688 2.51755 1.08 -1.59 -1.30
P -2.08317 2.84680 1.81083 0.26 2.65 0.94
H -1.41365 2.52835 -1.24389 0.00 0.21 0.36
O 2.79458 1.86185 -0.40050 0.73 0.64 0.14
C -0.16179 -0.00658 -0.24302 -0.48 -0.65 0.24
H -0.42769 -2.03842 2.36523 0.35 0.05 -0.50
O 2.59315 0.05591 -2.66439 0.81 0.03 -0.35
H -1.29195 1.37045 -2.21155 0.25 -0.25 -0.18
H 3.09372 -1.73487 0.85402 0.10 -0.02 -0.24
O 0.74708 0.28951 0.54946 3.35 1.04 2.42
H -1.49185 -1.71582 3.39256 -0.32 0.20 0.13
O -2.45994 1.42813 2.29215 -1.01 -2.23 0.33
O -1.38276 2.32275 -2.17824 -0.18 0.19 -0.64
H 1.99410 0.70147 4.19407 -0.21 0.04 0.28
O 2.72461 -1.29100 1.61754 0.59 -0.39 0.85
H -1.08631 -0.51716 -2.89454 0.52 0.03 0.78
H 1.80628 0.07074 -2.11955 -1.07 0.02 0.31
H 2.43092 -0.63991 -3.30136 0.02 -0.16 -0.05
H -2.04055 -3.27519 -0.35736 0.03 -0.05 0.18
H -1.35712 -2.10726 -1.03614 0.14 0.67 0.13
H 0.30590 -3.47703 -1.89372 -0.31 -0.09 -0.02
O -0.70177 -1.36178 2.98431 0.20 0.43 0.40
O 1.56218 0.72990 3.34033 -0.30 0.23 0.13
O -2.41726 2.69740 0.27174 -1.47 -0.70 0.10
```
Positions in Å, forces in eV/Å.

The value obtained for the HOMO energy (alpha / beta) is -0.233 / -0.232 hartree. Its total charge is -1. The multiplicity is 3. Its HOMO-LUMO gap (alpha / beta) is 7.57 / 6.00 eV. The energy is -132662.362 eV. The value obtained for the LUMO energy (alpha / beta) is 1.225 / -0.309 eV.